{
  "formula": "C9H12ClN",
  "method": "ωB97M-V/def2-TZVPD",
  "symbols": ["C", "C", "C", "C", "C", "C", "C", "C", "C", "N", "Cl", "H", "H", "H", "H", "H", "H", "H", "H", "H", "H", "H", "H"],
  "xyz": [[1.006, -1.276, 1.018], [0.554, 0.466, -1.242], [-0.143, 0.159, -0.228], [2.123, -1.472, -0.060], [1.955, 0.432, -1.738], [2.624, -0.260, -0.559], [-2.551, -0.441, 0.137], [-1.736, 1.755, 1.016], [-1.595, 0.713, -0.149], [0.054, -0.495, 0.942], [3.215, 0.829, 0.689], [1.211, -1.888, 1.977], [2.655, -2.203, 0.435], [1.710, -2.091, -0.847], [2.033, -0.215, -2.513], [2.313, 1.446, -1.968], [-2.376, -0.865, 1.193], [-2.355, -1.265, -0.552], [-3.569, -0.210, 0.081], [-2.736, 2.085, 0.850], [-1.000, 2.501, 0.778], [-1.572, 1.051, 1.810], [-1.823, 1.242, -1.068]],
  "lowdin_charge": [-0.13, 0.11, -0.35, -0.23, -0.21, -0.58, -0.09, -0.04, -0.37, 0.10, 0.67, 0.15, 0.08, 0.14, 0.07, 0.12, 0.10, 0.08, 0.05, 0.07, 0.08, 0.06, 0.12],
  "lumo_ev": [-0.053, -0.141],
  "orbital_gap_ev": [8.07, 8.24],
  "fmax_ev_per_a": 5.0,
  "de_lowest_kj_mol": 565.54,
  "homo_energy_ev": [-8.124, -8.380]
}